No. 1
The following is a DFT calculation (wB97M-V/def2-TZVPD) of a gas-phase ion, C10H13N2OS (charge +1).

Output
Orbital gap ... 8.954 eV
Charge ... +1
E_tot ... -971.49861 Ha
HOMO energy ... -12.6 eV
LUMO energy ... -3.7 eV
ΔE to the lowest compared entry with this formula, charge and spin ... 48.6 kcal per mole
F_max ... 3.082 eV Å⁻¹
Molar mass ... 209.29 g mol⁻¹

Atoms and positions in Å:
S: -1.603 -1.299 1.171
O: -1.889 1.745 -0.461
N: -0.841 -0.411 -0.194
N: 0.304 1.625 0.129
C: 0.549 3.030 0.451
C: -1.392 -0.769 -1.555
C: 2.580 0.543 0.465
C: 1.249 0.582 0.182
C: -3.272 -0.918 0.659
C: 3.237 -0.721 0.535
C: 2.555 -1.885 0.160
C: -0.906 1.150 -0.150
C: 0.572 -0.667 -0.147
C: 1.167 -1.862 -0.187
H: 1.123 2.936 1.341
H: -3.510 -1.054 -0.419
H: -0.501 3.397 0.627
H: 3.194 -2.772 0.092
H: -0.478 -0.648 -2.216
H: 0.573 -2.834 -0.270
H: -3.465 0.066 1.032
H: -1.851 -1.832 -1.570
H: 1.202 3.430 -0.374
H: -2.143 -0.026 -1.925
H: -3.800 -1.579 1.260
H: 4.333 -0.714 0.544
H: 3.014 1.487 0.821


No. 2
The following is a DFT calculation (wB97M-V/def2-TZVPD) of 7 unconnected molecules or ions with the total composition C37H71FN3O15.

Output
Orbital gap ... 7.053 eV
Charge ... +1
E_tot ... -2844.80703 Ha
HOMO energy ... -10.8 eV
LUMO energy ... -3.7 eV
F_max ... 1.453 eV Å⁻¹
Molar mass ... 816.98 g mol⁻¹

Atoms and positions in Å:
F: -1.317 -2.164 3.208
O: -5.664 -2.180 -1.417
O: -0.597 5.736 -5.975
O: 2.560 -6.460 -0.906
O: 0.453 4.802 0.369
O: 2.427 5.741 0.277
O: -4.323 -2.133 -0.928
O: 7.036 5.937 -1.287
O: 3.918 -3.276 4.242
O: 4.643 -2.460 2.341
O: -7.598 -0.312 3.277
O: 0.756 -6.121 -2.092
O: 6.133 4.229 -2.328
O: -3.538 -0.393 3.837
O: 1.059 5.013 -4.738
O: -9.503 0.072 2.274
N: -2.781 -3.314 0.243
N: -4.262 1.084 0.761
N: -1.768 -3.801 -0.464
C: 1.995 0.561 1.371
C: 1.791 -6.904 -1.711
C: -3.875 -2.165 2.158
C: 0.078 3.364 -6.137
C: 0.901 -0.426 1.811
C: 0.239 4.759 -5.577
C: -1.422 -2.663 2.010
C: 7.842 6.483 -0.238
C: -10.523 -0.263 1.322
C: 7.959 3.676 -0.921
C: -8.477 -0.735 2.573
C: -3.668 -0.630 2.461
C: 4.789 -3.632 6.498
C: 3.561 7.430 -1.072
C: -4.785 0.224 1.838
C: 6.959 4.619 -1.552
C: -8.491 -2.169 2.088
C: -0.573 -3.702 0.053
C: 4.016 -4.204 5.330
C: -1.272 -7.337 -2.708
C: -0.134 -6.449 -3.165
C: -2.702 -2.739 1.449
C: 4.869 -3.157 3.294
C: 1.297 5.145 -1.834
C: -2.796 4.954 -6.695
C: -0.312 -3.120 1.309
C: 1.355 5.189 -0.326
C: 9.271 6.719 -0.680
C: 1.894 -8.313 -2.241
C: 6.204 -3.835 3.484
C: 1.465 -1.694 2.485
C: 1.399 1.941 1.081
C: -11.642 -1.067 1.948
C: 3.630 6.060 -0.433
C: -4.071 -3.425 -0.428
C: 1.097 -3.019 1.810
C: -1.484 5.600 -7.088
H: 2.775 7.482 -1.825
H: 4.788 -4.334 7.332
H: 0.305 -0.652 0.925
H: 1.033 2.008 0.059
H: 2.115 2.746 1.213
H: -4.293 -0.773 4.297
H: 6.164 -4.749 4.069
H: -6.091 -1.491 -0.890
H: 2.946 -8.582 -2.279
H: -0.913 -8.302 -2.350
H: 4.426 -5.154 4.988
H: -4.730 1.978 0.803
H: -12.431 -1.246 1.219
H: -0.324 3.330 -7.147
H: -0.995 5.073 -7.908
H: -4.007 -2.685 3.105
H: 1.218 -1.713 3.540
H: 0.255 -4.089 -0.521
H: 2.264 5.074 -2.321
H: -4.789 -2.260 1.590
H: -3.975 -4.151 -1.227
H: -11.291 -2.032 2.316
H: -1.659 6.619 -7.428
H: -0.523 -5.490 -3.504
H: 2.776 0.609 2.123
H: 4.418 6.047 0.319
H: -5.143 0.875 2.629
H: 0.416 -6.881 -4.001
H: 2.549 -1.649 2.442
H: 7.783 5.860 0.655
H: 0.548 2.151 1.724
H: 4.512 7.669 -1.550
H: 3.875 5.282 -1.156
H: 2.398 0.179 0.434
H: -3.267 5.521 -5.892
H: 5.824 -3.421 6.231
H: 8.328 3.998 0.050
H: 0.282 0.101 2.534
H: -0.578 2.800 -5.474
H: 9.769 5.786 -0.944
H: 4.336 -2.698 6.828
H: -8.948 -2.789 2.857
H: 7.368 7.432 0.006
H: 3.344 8.186 -0.317
H: 9.839 7.197 0.118
H: -1.814 -6.861 -1.889
H: 8.801 3.558 -1.601
H: 1.475 -8.450 -3.235
H: -3.475 4.926 -7.547
H: -7.461 -2.491 1.950
H: 6.600 -4.080 2.502
H: 1.388 -8.982 -1.546
H: 1.056 2.891 -6.147
H: -10.089 -0.763 0.454
H: -10.900 0.697 0.977
H: 0.715 4.280 -2.134
H: 6.881 -3.132 3.968
H: -5.642 -0.373 1.525
H: -9.022 -2.321 1.151
H: -2.753 -0.315 1.965
H: 0.792 6.042 -2.185
H: -4.846 -3.741 0.263
H: 7.476 2.711 -0.792
H: 9.290 7.364 -1.558
H: -2.652 3.934 -6.338
H: -12.064 -0.526 2.794
H: 1.212 -3.823 2.543
H: -1.967 -7.514 -3.529
H: 2.984 -4.393 5.624
H: 1.777 -3.260 0.998
H: -4.476 0.688 -0.145


No. 3
The following is a DFT calculation (wB97M-V/def2-TZVPD) of a molecular structure, C31H26F3N9O9PSW.

Output
Orbital gap (alpha / beta) ... 5.921 / 5.778 eV
Charge ... +1
E_tot ... -3472.81550 Ha
HOMO energy (alpha / beta) ... -10.0 / -9.9 eV
LUMO energy (alpha / beta) ... -4.1 / -4.2 eV
ΔE to the lowest compared entry with this formula, charge and spin ... 47.5 kcal per mole
F_max ... 3.550 eV Å⁻¹
Molar mass ... 972.48 g mol⁻¹

Atoms and positions in Å:
W: 0.141 -0.720 -0.522
S: 1.242 0.199 1.863
P: 0.490 2.368 -0.013
F: 3.927 1.669 2.616
F: 3.503 0.232 4.162
F: 5.495 0.430 3.388
O: -1.556 -1.668 -1.503
O: 0.691 -2.647 -7.286
O: 1.735 0.241 -1.158
O: 3.678 0.409 -2.255
O: -2.686 2.069 0.596
O: 0.834 -2.258 -1.361
O: 2.544 -1.575 -7.054
O: -2.346 0.274 2.631
O: -2.575 -2.528 -3.294
N: 2.345 -1.633 0.483
N: 0.534 5.077 -0.716
N: 1.490 -2.007 -6.641
N: -1.535 -2.137 -2.773
N: 2.591 4.246 0.248
N: -1.432 0.095 0.488
N: -0.510 -2.219 0.903
N: -0.814 0.748 -2.043
N: 0.633 4.606 1.625
C: -0.226 -3.536 0.915
C: 1.171 -1.757 -5.259
C: 2.584 -0.091 -2.152
C: 4.917 -1.446 1.511
C: -1.743 -0.338 1.784
C: 2.043 4.650 1.616
C: -1.664 -2.532 3.010
C: -2.904 1.828 -3.620
C: 1.946 5.130 -0.803
C: -0.029 3.807 -1.120
C: -1.314 -3.869 3.029
C: -3.009 1.780 -2.246
C: -2.090 1.204 -0.014
C: 0.766 -1.675 -2.548
C: -1.976 1.226 -1.499
C: 0.082 5.478 0.609
C: -1.699 1.402 -4.190
C: 0.091 3.266 1.592
C: -0.609 -4.381 1.935
C: 4.615 -2.368 0.515
C: 2.623 -0.736 1.443
C: 3.320 -2.426 0.034
C: -0.332 -2.020 -3.410
C: 2.114 -1.083 -4.469
C: -0.701 0.904 -3.384
C: 2.322 2.821 -0.019
C: 1.904 -1.002 -3.102
C: -1.272 -1.744 1.931
C: 4.206 0.410 3.046
C: -0.081 -2.142 -4.783
C: 3.915 -0.618 1.987
H: 5.918 -1.361 1.908
H: 3.036 -3.124 -0.744
H: 3.603 4.389 0.240
H: 0.492 2.695 2.435
H: -0.366 -5.429 1.873
H: 0.250 0.629 -3.821
H: -3.715 2.194 -4.228
H: 0.317 -3.905 0.050
H: 2.460 3.962 2.356
H: -1.120 3.885 -1.081
H: 2.287 6.156 -0.632
H: 0.258 3.594 -2.156
H: -2.255 -2.069 3.784
H: 2.387 5.671 1.813
H: -0.824 -2.530 -5.463
H: -1.547 1.456 -5.254
H: 0.415 6.502 0.799
H: 2.807 2.222 0.754
H: -0.996 3.306 1.704
H: -3.875 2.135 -1.708
H: -1.007 5.442 0.648
H: 2.750 2.536 -0.985
H: 2.279 4.786 -1.788
H: 2.987 -0.642 -4.923
H: -1.589 -4.512 3.850
H: 5.376 -3.020 0.120


E_tot of number 3 (C31H26F3N9O9PSW)? -3472.81550 Ha